Entry 1:
144
Properties=species:S:1:pos:R:3:forces:R:3 method="wB97M-V/def2-TZVPD" smiles=COCCNCCOC.COCCNCCOC.COCCNCCOC.COCCNCCOC.CC(C)O.CC(C)O.CC(C)O.CC(C)O orbital_gap_ev=8.70 spin_multiplicity=1 de_lowest_kcal_mol=99.8 charge=0 homo_ev=-8.17
C -2.1018 -2.3861 -3.0384 1.051 1.396 1.158
C -0.7824 -2.3330 -3.8018 -0.982 -0.880 -1.728
C -0.6575 -1.0917 -4.6723 -0.229 0.649 0.099
O 0.3554 -2.5939 -2.9922 -0.393 0.143 -0.618
H -2.1017 -3.2275 -2.3488 -0.306 -0.297 -0.321
H -2.9660 -2.2981 -3.6896 0.017 -0.443 -0.118
H -2.1276 -1.4936 -2.3959 -0.255 -0.241 -0.051
H -0.9261 -3.1176 -4.5688 0.596 -0.424 0.351
H 0.2577 -0.9904 -5.2604 0.333 -0.317 0.448
H -0.7790 -0.1966 -4.0545 -0.016 0.099 -0.376
H -1.4210 -1.1277 -5.4548 -0.300 0.160 0.314
H 1.0209 -2.7851 -3.6773 0.434 -0.050 0.467
C -0.4116 4.3506 -3.2884 -0.130 0.040 0.001
C -1.4916 5.4092 -3.2650 -0.305 0.510 0.245
C -1.2714 6.5711 -4.2411 -1.162 -0.405 -1.243
O -2.7342 4.7496 -3.5608 0.210 0.478 -0.267
H 0.5648 4.7908 -3.0839 0.039 -0.063 -0.127
H -0.4386 3.8745 -4.2704 0.259 0.122 -0.083
H -0.5841 3.5471 -2.5713 -0.153 0.166 0.165
H -1.6404 5.9047 -2.2944 0.484 -0.522 0.249
H -1.6345 6.2862 -5.2412 0.436 -0.469 0.016
H -0.2610 6.9400 -4.3952 0.035 0.113 0.516
H -2.0045 7.3603 -4.0387 0.545 0.321 0.499
H -3.3175 5.4693 -3.8332 -0.275 -0.375 0.085
C 5.8269 -3.8668 2.8323 1.088 0.186 0.395
C 5.7833 -2.4812 2.1797 -1.009 -1.147 -1.283
C 4.4461 -1.7791 2.4041 0.241 1.537 0.878
O 6.8906 -1.6814 2.4925 0.210 0.576 1.112
H 4.8718 -4.3872 2.8287 -0.028 0.050 -0.181
H 6.2055 -3.8270 3.8579 -0.301 0.247 0.076
H 6.5916 -4.4370 2.2975 -0.237 -0.319 0.004
H 5.8573 -2.7294 1.1103 -0.277 0.383 -0.064
H 3.6587 -2.0495 1.7056 0.074 -0.328 0.030
H 4.5568 -0.6881 2.3547 0.266 -0.089 -0.723
H 4.0730 -1.8016 3.4347 0.025 -0.868 -0.019
H 7.5461 -1.6640 1.7980 -0.070 -0.200 -0.239
C -0.8406 0.3447 -1.1729 0.730 -0.323 0.092
C -0.1169 -0.4031 -0.0516 -0.516 0.918 -0.319
C 1.4037 -0.4755 -0.2054 -0.848 -0.864 -0.404
O -0.4304 0.2727 1.1749 -0.123 -0.392 -0.042
H -1.9205 0.2868 -1.0401 -0.013 0.180 0.181
H -0.6074 -0.2120 -2.0847 0.102 0.502 0.036
H -0.5168 1.3838 -1.2221 -0.018 0.027 -0.207
H -0.6198 -1.3742 -0.1359 0.589 -0.441 0.724
H 1.8045 -1.0818 0.6075 0.183 0.216 0.121
H 1.8496 0.5165 -0.2226 0.018 0.047 0.039
H 1.6271 -1.0228 -1.1241 0.102 0.202 -0.054
H 0.2568 0.0395 1.8147 0.056 0.105 0.074
C -0.5254 5.2304 2.2174 0.227 0.179 -0.067
O -1.4295 4.1947 1.9192 0.187 -0.186 0.123
C -1.1888 3.6279 0.6556 0.490 0.673 -2.167
C -2.4942 3.0917 0.0636 0.474 -0.397 0.696
N -3.4991 4.1434 0.0887 0.689 0.001 0.250
C -4.8603 3.7632 -0.2259 0.096 -0.079 0.614
C -5.4061 2.7243 0.7506 -0.636 -0.245 -0.997
O -6.8042 2.5814 0.5293 -0.013 0.198 0.088
C -7.5565 2.0868 1.6292 0.671 0.811 -0.171
H -0.5976 5.4890 3.2737 -0.396 0.107 -0.092
H -0.7539 6.0767 1.5596 0.177 0.197 0.261
H 0.5306 4.9607 2.0738 -0.131 -0.246 -0.260
H -0.3354 2.9419 0.6622 -0.484 -0.671 0.433
H -0.8317 4.3342 -0.1165 -0.141 0.842 0.604
H -2.6166 2.1857 0.6795 -1.008 -0.057 -0.187
H -2.4180 2.8061 -0.9868 0.507 -0.246 0.083
H -3.4045 4.6298 0.9724 -0.418 -0.014 0.010
H -4.9124 3.3243 -1.2238 0.058 0.305 -0.155
H -5.4671 4.6685 -0.1771 -0.150 -0.098 -0.161
H -5.1743 3.0317 1.7733 -0.032 -0.218 0.162
H -4.9514 1.7744 0.4585 0.338 -0.182 0.675
H -8.5545 2.4961 1.4843 -0.155 -0.355 0.161
H -7.1223 2.5263 2.5351 -0.272 -0.196 0.214
H -7.5473 0.9975 1.7108 -0.054 -0.043 -0.106
C 1.3375 -0.5901 4.2115 -0.048 -0.021 -0.226
O 1.7873 0.2717 3.1894 0.617 0.308 -0.014
C 1.7301 1.6851 3.5068 -0.805 -1.423 -0.624
C 2.6017 2.4589 2.5358 0.065 -0.156 1.522
N 3.9567 2.5281 3.0988 0.156 0.586 -0.367
C 4.8377 3.3730 2.2782 -0.512 -0.187 0.472
C 4.4460 4.8617 2.2515 -0.575 -1.517 -1.113
O 5.5353 5.5408 1.6706 0.221 0.747 0.668
C 5.5127 5.6081 0.2462 -0.440 0.504 1.139
H 0.4239 -0.2207 4.6923 0.064 0.077 0.028
H 2.1209 -0.7509 4.9585 -0.108 -0.001 0.085
H 1.0961 -1.5304 3.7123 0.077 -0.090 0.213
H 2.0592 1.8871 4.5266 0.065 -0.080 0.060
H 0.6567 1.8763 3.4093 0.069 0.794 0.040
H 2.1654 3.4574 2.5959 0.231 0.143 -0.579
H 2.5861 2.0331 1.5295 -0.314 0.132 -0.137
H 4.3844 1.6080 3.0990 -0.273 -0.119 0.141
H 4.8725 2.9326 1.2727 0.296 0.403 -0.206
H 5.8307 3.3701 2.7278 0.069 -0.229 -0.129
H 4.1142 5.1426 3.2530 0.934 0.564 0.190
H 3.5409 5.0242 1.6511 0.054 -0.029 -0.239
H 4.5535 6.0627 -0.0176 -0.066 -0.354 -0.542
H 5.6853 4.6228 -0.1829 -0.128 0.054 -0.321
H 6.2834 6.3211 -0.0342 0.201 -0.207 -0.085
C 4.7839 -2.8151 -8.6737 0.332 -0.190 0.160
O 4.9176 -3.0180 -7.2866 0.202 0.427 0.532
C 3.6786 -3.0995 -6.5894 0.481 -0.572 -0.891
C 3.9493 -3.7753 -5.2499 -0.355 0.109 -0.943
N 2.6959 -3.9720 -4.5110 1.613 0.650 0.093
C 2.9613 -4.4815 -3.1444 -2.329 -0.361 -0.433
C 3.4137 -3.4610 -2.0794 -0.220 -0.422 -1.443
O 3.1875 -3.9946 -0.8071 -0.071 -0.455 -0.039
C 4.0917 -5.0205 -0.4232 0.272 0.428 1.141
H 4.4059 -3.7148 -9.1733 -0.281 0.051 0.044
H 5.7927 -2.6574 -9.0519 -0.057 0.207 -0.056
H 4.1506 -1.9532 -8.8963 -0.016 0.017 -0.111
H 3.0843 -3.7403 -7.2609 -0.642 0.028 0.597
H 3.1871 -2.1259 -6.4851 0.096 0.027 0.021
H 4.6659 -3.1770 -4.6883 -0.095 0.003 0.113
H 4.4113 -4.7349 -5.5151 0.231 0.011 0.331
H 2.1982 -4.6662 -5.0564 -0.317 -0.107 0.426
H 3.4475 -5.4624 -3.1511 0.529 0.242 0.091
H 1.9156 -4.6729 -2.8701 0.284 -0.407 0.710
H 2.7321 -2.6239 -2.2291 0.184 0.182 0.354
H 4.4412 -3.1174 -2.2398 0.124 -0.040 0.231
H 4.7982 -4.5427 0.2610 0.466 -0.213 -0.224
H 4.6169 -5.5565 -1.2115 -0.075 0.315 -0.336
H 3.6031 -5.7735 0.1967 -0.462 0.084 -0.215
C -7.2064 -4.3064 6.0405 0.862 -0.680 0.264
O -7.5630 -3.9016 4.7552 -0.495 0.129 0.010
C -6.8838 -2.8131 4.1649 -0.236 0.042 -0.021
C -6.3145 -3.2789 2.8266 0.776 0.838 0.077
N -5.9796 -2.1060 1.9765 -0.889 -0.846 0.620
C -4.8009 -1.3583 2.3760 0.162 0.208 0.079
C -3.4386 -1.9920 2.1101 -0.811 0.896 -0.956
O -3.1763 -3.1565 2.8455 -0.010 -0.294 -0.237
C -2.9237 -2.9676 4.1948 0.790 0.393 1.526
H -6.1703 -4.6812 6.0678 -0.030 -0.013 -0.115
H -7.8503 -5.1537 6.2742 -0.051 0.124 0.164
H -7.2489 -3.5701 6.8524 -0.441 0.335 -0.333
H -6.1611 -2.3718 4.8605 0.295 -0.310 -0.125
H -7.5983 -2.0036 3.9756 -0.089 -0.115 -0.135
H -7.0535 -3.9027 2.3256 -0.248 0.270 -0.011
H -5.4258 -3.9061 2.9332 -0.084 -0.140 0.417
H -5.9940 -2.4785 1.0367 0.590 0.621 -0.251
H -4.8601 -1.0787 3.4322 -0.310 -0.266 0.067
H -4.8053 -0.3797 1.8864 0.001 -0.087 -0.287
H -2.6931 -1.1859 2.1641 0.390 -0.333 0.549
H -3.4710 -2.2401 1.0446 0.289 -0.531 0.082
H -3.6861 -2.4901 4.8276 -0.464 0.087 -0.647
H -2.0233 -2.3610 4.3753 0.062 0.010 -0.278
H -2.7431 -3.9149 4.7059 -0.003 -0.246 -0.508

=====

Entry 2:
9
Properties=species:S:1:pos:R:3:forces:R:3 method="wB97M-V/def2-TZVPD" orbital_gap_ev=9.18 spin_multiplicity=1 de_lowest_kcal_mol=58.0 charge=0 homo_ev=-8.54
C -0.4749 -0.0365 1.0440 0.674 0.357 -2.102
C -0.0742 0.2114 -0.0653 0.356 0.141 0.874
C 0.4803 0.3336 -1.3426 -0.331 -0.256 0.871
N 0.9112 1.3900 -1.9022 1.410 3.737 0.301
N 1.3335 2.3660 -2.2888 -0.306 -0.936 -0.022
N 2.3996 0.8993 2.5273 -0.201 2.697 -0.708
N 2.3072 1.9650 2.2386 0.241 -2.683 0.724
H -1.1254 -0.2573 1.7960 -1.009 -0.325 1.860
H 0.2001 -0.2717 -2.1038 -0.835 -2.732 -1.798

=====

Entry 3:
72
Properties=species:S:1:pos:R:3:forces:R:3 method="wB97M-V/def2-TZVPD" orbital_gap_ev="5.96 / 7.15" spin_multiplicity=2 de_lowest_kcal_mol=27.3 charge=0 homo_ev="-6.02 / -7.22"
C 1.2233 2.0798 -0.9595 -0.159 -0.368 -0.927
C 2.4929 2.2199 -1.5753 -0.189 -0.030 0.538
C 2.7850 1.0249 -2.3098 -0.661 -0.260 -0.454
H 3.1360 3.0997 -1.5277 -0.168 -0.336 0.070
C 1.5938 0.1732 -2.1993 -0.453 0.821 0.021
C 0.6711 0.8190 -1.3416 0.431 0.710 -1.169
H -0.3218 0.4136 -1.1334 0.510 0.395 -0.060
H 0.7060 2.7942 -0.3191 0.308 -0.061 -0.204
H 3.6020 0.8536 -3.0125 -0.265 0.283 0.146
H 1.3814 -0.7377 -2.7492 -0.016 0.381 0.149
Cu 2.9753 -0.1112 -0.6374 -0.430 0.243 1.062
Si 4.6571 -2.8206 -1.4341 1.711 -2.401 0.272
C 5.4374 -3.6246 0.1017 0.339 0.444 0.048
C 5.3027 -4.9997 0.3088 0.395 -0.312 0.359
H 4.6038 -5.5861 -0.2978 0.144 0.212 0.207
C 6.1249 -5.6678 1.2237 -0.106 0.194 -0.159
H 6.0024 -6.7492 1.3743 0.145 0.514 -0.051
C 7.1133 -4.9522 1.9100 -0.035 0.103 0.077
H 7.7903 -5.4755 2.5917 -0.239 0.190 -0.225
C 7.2326 -3.5690 1.7334 -0.032 -0.069 -0.015
H 8.0034 -3.0018 2.2693 -0.311 -0.296 -0.166
C 6.3759 -2.9074 0.8465 0.276 -0.486 0.160
H 6.4719 -1.8326 0.6901 0.075 -0.156 0.054
C 5.4747 -4.0898 -2.6260 -0.066 0.603 -0.358
C 6.8265 -3.9868 -2.9972 -0.093 -0.574 0.000
H 7.3863 -3.0810 -2.7633 -0.009 -0.252 0.071
C 7.4628 -5.0553 -3.6475 -0.125 0.124 -0.006
H 8.5290 -5.0070 -3.8795 -0.315 0.095 0.057
C 6.7446 -6.2003 -4.0079 -0.226 0.111 0.166
H 7.2420 -7.0471 -4.4861 -0.104 0.343 0.079
C 5.3740 -6.2596 -3.7439 0.104 0.268 0.239
H 4.7824 -7.1236 -4.0576 0.216 0.264 0.109
C 4.7582 -5.2093 -3.0471 0.051 -0.487 -0.379
H 3.6851 -5.2697 -2.8661 0.308 -0.073 0.104
H 5.2830 -1.4871 -1.5561 -0.201 0.239 0.247
Si 1.5471 -5.2097 0.7872 0.179 2.911 -0.332
C 1.9357 -4.1973 -0.8023 -1.606 -1.063 -0.435
C 2.7486 -2.9874 -0.9765 0.304 0.676 -0.025
H 2.6493 -2.2274 -0.1782 -0.082 -0.310 -0.386
C 2.9484 -2.4957 -2.3520 -1.006 0.472 -1.705
H 3.1638 -1.4276 -2.5465 0.043 -0.883 0.207
C 2.3742 -3.1850 -3.4658 -0.106 0.167 0.950
H 2.6840 -2.8689 -4.4653 -0.446 -0.151 0.238
C 1.4230 -4.1443 -3.2065 0.068 0.435 -1.415
H 0.8391 -4.5444 -4.0273 0.121 -0.143 0.023
C 1.1858 -4.6127 -1.8942 0.460 -0.027 1.568
H 0.3718 -5.3360 -1.7218 0.555 0.139 -0.259
C 2.4991 -4.3373 2.1206 -0.622 -0.538 0.668
C 2.5811 -2.9445 2.0997 0.295 0.303 -0.152
H 1.8431 -2.3918 1.5126 0.410 -0.072 0.021
C 3.6128 -2.2953 2.7761 -0.236 -0.430 0.316
H 3.8143 -1.2360 2.5980 -0.029 -0.284 0.241
C 4.4146 -3.0348 3.6547 -0.139 -0.189 -0.099
H 5.2566 -2.5566 4.1602 -0.313 -0.172 -0.087
C 4.1388 -4.3911 3.8776 0.049 0.099 0.172
H 4.6973 -4.9437 4.6349 -0.068 0.188 -0.235
C 3.1823 -5.0522 3.1046 0.466 0.449 -0.325
H 2.9905 -6.1230 3.1927 0.320 0.225 0.121
H 1.8332 -6.5838 0.6437 0.337 -1.264 -0.092
Cl -0.4626 -5.0646 1.2276 -0.294 -0.117 -0.116
C -2.5208 -1.0303 0.9299 0.150 0.001 0.063
O -1.4605 -0.2261 1.5280 -0.173 -0.609 -0.551
C -0.2157 -0.4726 1.0719 0.495 -1.277 -1.310
O 0.1259 -1.4182 0.3524 -0.676 1.553 1.754
N 0.5874 0.5695 1.4578 1.027 -0.767 0.290
N 2.0080 0.4690 1.2508 -0.295 0.256 0.711
H -2.9288 -0.5131 0.0495 0.221 -0.046 0.316
H -3.2869 -1.1169 1.7016 0.119 0.007 -0.156
H -2.1580 -2.0209 0.6254 0.041 0.372 0.235
H 0.2704 1.1191 2.2458 0.097 -0.052 -0.122
H 2.3438 1.4322 1.1603 -0.205 -0.243 -0.191
H 2.4513 0.0736 2.0792 -0.270 0.008 0.040

=====

Entry 4:
12
Properties=species:S:1:pos:R:3:forces:R:3 method="wB97M-V/def2-TZVPD" smiles=Cc1ccco1 orbital_gap_ev=9.61 spin_multiplicity=1 de_lowest_kcal_mol=4.3 charge=0 homo_ev=-8.47
C 1.7364 0.5128 -0.6232 0.067 0.020 -0.035
C 0.3833 0.1130 -0.1387 0.059 -0.173 -0.109
C -0.3807 -0.9999 -0.2929 0.108 0.081 -0.032
C -1.5943 -0.7638 0.4338 -0.046 0.111 0.082
C -1.4687 0.4722 0.9730 -0.192 -0.109 0.047
O -0.2725 1.0187 0.6361 0.038 -0.028 -0.033
H 2.5364 0.0635 -0.0228 -0.152 0.069 -0.070
H 1.8431 1.6001 -0.5652 -0.028 -0.173 -0.030
H 1.8819 0.2059 -1.6639 -0.025 0.034 0.188
H -0.1143 -1.8862 -0.8542 -0.038 0.177 0.078
H -2.4440 -1.4261 0.5302 0.142 0.124 0.005
H -2.1066 1.0898 1.5877 0.068 -0.131 -0.092

=====

Entry 5:
12
Properties=species:S:1:pos:R:3:forces:R:3 method="wB97M-V/def2-TZVPD" orbital_gap_ev=9.20 spin_multiplicity=1 de_lowest_kcal_mol=96.6 charge=0 homo_ev=-8.57
O -0.8913 -0.6710 1.5291 -0.358 0.351 -0.316
C -1.5469 0.1989 1.0031 0.107 -0.327 0.209
C -1.0696 0.9622 -0.2265 -0.027 0.200 0.004
C 0.4387 0.9248 -0.0405 -0.286 -0.279 -0.407
C 1.7857 -0.9094 -0.4022 0.343 -0.309 0.091
O 0.8160 0.0096 -0.9066 -0.301 0.054 0.388
H -2.5428 0.4644 1.4073 0.056 0.035 -0.073
H -1.5301 1.9468 -0.2602 0.042 0.099 0.098
H -1.3712 0.3617 -1.0988 -0.104 0.218 0.063
H 1.9603 -0.6747 0.6451 0.237 -0.049 -0.071
H 2.7015 -0.9242 -0.9903 -0.077 0.158 -0.094
H 1.2575 -1.8591 -0.4763 0.368 -0.150 0.108

=====

Entry 6:
9
Properties=species:S:1:pos:R:3:forces:R:3 method="wB97M-V/def2-TZVPD" orbital_gap_ev=7.63 spin_multiplicity=1 de_lowest_kcal_mol=68.0 charge=-1 homo_ev=-3.34
C -2.8601 -0.2103 -0.1374 1.509 3.025 -0.047
C -0.1239 -0.1007 0.0726 2.328 4.385 -0.954
N 0.7986 -0.7005 -0.6079 0.258 -1.216 -1.322
N -1.7784 0.1598 -0.7560 0.883 -0.602 -1.079
O -3.6816 -0.9541 0.2214 -2.030 -2.429 0.768
O -2.6392 1.1503 0.0704 -0.543 0.033 0.336
H -0.3168 -0.5506 0.9568 -1.485 -1.695 2.775
H 0.0327 1.0647 0.3059 -1.012 -1.690 -0.741
H 1.0902 -0.1546 -1.4183 0.093 0.188 0.264

=====

Entry 7:
22
Properties=species:S:1:pos:R:3:forces:R:3 method="wB97M-V/def2-TZVPD" orbital_gap_ev=7.94 spin_multiplicity=1 charge=-1 homo_ev=-4.96
B -1.1300 1.9875 -2.5960 -0.345 -0.085 0.468
C 0.1773 1.5950 -1.6993 -0.526 0.165 -0.054
Br 0.1741 1.9164 0.2391 -0.301 0.154 -0.612
C 1.2440 1.0384 -2.2311 1.029 -0.357 0.100
C 1.3777 0.7293 -3.7117 -0.119 -0.014 0.151
Br 2.8000 0.5366 -1.1308 -0.180 -0.023 -0.568
H -1.1355 3.1615 -2.9014 0.084 0.280 0.169
H -2.1228 1.6858 -1.9647 -0.161 0.148 0.180
H -1.1746 1.3533 -3.6256 0.239 -0.213 -0.108
H 2.3343 0.2537 -3.9545 -0.224 0.115 0.132
H 1.2555 1.6460 -4.3051 0.137 -0.188 0.193
H 0.5373 0.0822 -3.9976 0.356 0.051 -0.005
N -0.1000 -0.7932 2.4580 0.041 -0.039 0.132
C -1.3203 -1.4017 2.4523 0.021 0.028 -0.057
C -1.3445 -2.3143 3.4774 -0.075 -0.001 -0.019
C -0.0854 -2.2466 4.1294 0.069 -0.008 0.071
C 0.6580 -1.2957 3.4762 -0.005 0.026 -0.069
H 0.1958 -0.0788 1.8067 -0.064 -0.036 -0.075
H -2.0650 -1.1353 1.7209 0.027 -0.007 0.004
H -2.1728 -2.9566 3.7306 0.012 0.016 -0.010
H 0.2380 -2.8270 4.9789 -0.002 0.015 -0.016
H 1.6588 -0.9363 3.6483 -0.014 -0.028 -0.006

=====

Entry 8:
13
Properties=species:S:1:pos:R:3:forces:R:3 method="wB97M-V/def2-TZVPD" smiles="CN(C)P(=S)(Cl)Cl" orbital_gap_ev=9.65 spin_multiplicity=1 de_lowest_kcal_mol=6.8 charge=0 homo_ev=-9.34
C 1.0100 -0.5159 1.0066 -0.707 2.292 -3.513
C 0.6162 -0.1990 -1.3326 -4.350 0.954 -1.810
N -0.0699 -0.5012 -0.0480 -0.254 0.651 0.105
P -1.2858 0.5879 0.4070 -0.259 1.530 -0.904
S -0.9290 2.5130 0.7700 -0.120 -2.150 -0.427
Cl -2.7496 0.3699 -1.0931 0.990 -0.056 0.818
Cl -2.1276 -0.3755 1.9489 -0.095 -0.115 0.135
H 0.5776 -0.5249 1.9277 -0.930 0.348 2.743
H 1.4317 -1.4487 0.8401 1.747 -1.353 -0.187
H 1.5474 0.4298 0.7209 0.508 -1.225 1.215
H -0.1748 -0.3149 -2.1876 1.332 -0.347 1.438
H 0.7688 0.8866 -1.4482 1.168 -0.386 0.379
H 1.3850 -0.9070 -1.5117 0.970 -0.143 0.009